Computed, not measured: C39H49Br2N4OSSbSi3Ti as an isolated structure, with ωB97M-V with the def2-TZVPD basis set.

Output
Frontier orbital gap (eV): 6.8059
LUMO (eV): -6.242
Total charge: +2
Relative energy (zero: lowest compared OMol25 entry of this formula, charge and spin) (eV): 0.083

Atoms and positions in Å:
C (-3.5264, 2.7035, 3.1213)
H (0.6233, -5.0662, 1.2613)
C (-2.8242, 1.6191, 0.2238)
H (-2.8683, -3.6804, 3.4596)
C (-1.9905, 3.8315, -0.3501)
H (1.7616, -1.9899, -1.3687)
H (-5.5576, 2.9712, -1.5355)
H (3.5630, -2.2254, -5.2504)
C (1.8021, -1.6739, -2.4052)
H (-7.0086, 2.3155, -0.7642)
C (-1.4420, -2.7381, -2.9088)
N (2.4482, 0.6977, -0.5834)
C (-5.8044, 0.6412, 3.2661)
Br (6.4015, -0.2763, 2.8110)
C (4.6764, 1.4332, -1.0371)
H (-6.5440, 1.7970, -2.3754)
H (-1.6722, -1.0864, 3.6169)
C (-0.7378, 0.7688, -2.9431)
H (-3.9074, 1.1219, -2.8435)
H (2.0131, -0.5203, -6.1364)
H (-5.8412, 3.7845, 0.8628)
H (-6.5374, 0.0285, 2.7373)
N (-1.5585, 1.1312, 0.1297)
C (-1.8009, -3.7985, 3.2583)
C (-4.1626, 0.1773, -2.3545)
H (-7.1301, -0.8582, -1.2326)
H (-2.1836, 4.8757, -0.5596)
H (5.3393, 1.9709, -1.7015)
H (-6.0306, -1.7262, -0.1617)
H (1.6854, 2.0786, -2.5503)
H (3.4308, -2.9533, -2.9009)
H (3.1666, 3.0509, -2.6432)
H (-4.7735, -0.3823, -3.0671)
C (-2.4788, -5.1574, 0.7196)
N (-0.1009, -0.0822, -2.1905)
H (-3.6065, 3.7810, 2.9641)
C (1.9555, -0.5887, 1.3657)
H (-3.6789, 2.5256, 4.1883)
C (-0.6898, 3.3355, -0.3157)
H (3.0923, 1.5016, -3.4656)
C (0.3210, -4.0722, 0.9213)
C (-0.5273, 1.9986, -0.0774)
S (-0.2095, 0.8939, -4.5554)
Br (1.1246, -1.7489, 3.8322)
C (-2.4309, -2.5356, -0.8115)
H (-2.3153, -5.3425, -0.3425)
H (-4.4615, -3.2193, -0.6058)
H (-4.0430, 3.3562, -0.0405)
Si (-5.1879, 0.5699, -0.8232)
N (-1.3793, -2.3514, -1.6211)
H (-1.5640, 1.3643, -2.5818)
H (-2.1864, -6.0647, 1.2559)
H (-1.5294, -4.8006, 3.6020)
C (4.6211, -0.3718, 2.2136)
C (0.9234, -0.7089, -2.9030)
H (-1.2517, -3.0882, 3.8685)
Si (-4.8566, 1.8066, 2.1383)
H (-7.0406, -0.4326, 0.4688)
C (-3.0315, 2.9769, -0.0751)
C (-6.1537, 2.0691, -1.3893)
C (5.1421, 0.8623, 0.1046)
C (-3.6265, -3.0834, -1.2776)
H (0.4688, 1.5677, -0.1013)
H (-6.3665, 1.2965, 3.9391)
C (-3.6820, -3.4979, -2.5896)
H (-0.5581, -2.5838, -3.5126)
Ti (-0.7001, -0.7895, -0.1827)
H (6.1859, 0.9338, 0.3768)
H (-5.2108, -0.0128, 3.9048)
C (2.7380, -2.2057, -3.2628)
H (-7.0588, 2.5655, 1.2587)
C (-6.1453, 3.0500, 1.6075)
C (2.3519, -1.0456, 2.5996)
C (1.0016, -0.3043, -4.2355)
H (-2.7654, 0.2669, 3.9146)
H (0.1744, 3.9644, -0.4723)
C (-2.5704, -3.3313, -3.4195)
O (0.6672, -0.7294, 0.9329)
C (2.8141, -1.7908, -4.6027)
C (2.7730, 2.0367, -2.5684)
H (-3.5489, -5.0210, 0.8891)
H (-6.4060, 3.6016, 2.5161)
C (-6.4418, -0.7445, -0.3912)
C (-3.9878, 0.8118, 0.6703)
H (-1.4866, 0.4113, 2.6965)
C (-2.2073, -0.2663, 3.1487)
C (3.6900, -0.9481, 3.0234)
H (-2.5857, -3.6663, -4.4465)
C (-2.0300, -2.1077, 0.5464)
H (0.4176, -4.0676, -0.1687)
C (4.2461, 0.1866, 0.9656)
H (-3.2466, -0.3906, -2.2005)
H (-4.5797, -3.9630, -2.9762)
H (3.9633, -1.3291, 3.9965)
C (2.8994, 0.1032, 0.5505)
Sb (-3.5794, -1.0911, 1.7162)
H (-2.5022, 2.4126, 2.8879)
H (1.0168, -3.3527, 1.3402)
C (1.9532, -0.8399, -5.1050)
C (3.2972, 1.3520, -1.3423)
Si (-1.4507, -3.7643, 1.4231)